12 unconnected molecules or ions with the total composition C54H129N5O19 at a distorted geometry. Source: the Open Molecules 2025 dataset; level of theory: ωB97M-V/def2-TZVPD.

Geometry (Å):
H  -6.403  -2.721  -0.947
H  -2.266  7.266  -2.550
H  0.019  3.945  6.995
H  -5.551  -2.986  -3.861
H  2.034  -4.212  1.134
H  -3.545  3.716  3.900
H  -3.650  -4.522  2.133
H  -1.686  -1.461  -3.318
H  0.947  1.560  1.090
C  4.232  1.924  -2.144
N  4.892  0.957  -3.095
H  2.009  0.725  4.953
H  -1.325  -5.992  4.680
H  6.779  -4.212  2.561
H  -5.690  -0.409  -0.225
H  7.891  -0.072  -4.340
H  -6.903  -3.793  -2.153
H  6.265  3.205  -4.116
O  -0.526  3.000  4.461
H  1.063  5.568  -5.067
H  7.094  2.559  -0.264
C  0.111  5.038  -5.030
H  -2.265  2.293  1.799
C  6.601  2.229  -4.467
C  -6.145  0.562  -0.028
H  -0.129  1.044  6.094
H  0.836  4.519  -3.150
C  -0.943  -3.265  4.366
H  2.214  -2.463  0.754
C  -4.004  -6.053  -1.251
O  2.034  3.238  5.000
H  0.563  -4.785  4.747
C  6.559  -5.203  2.164
C  6.425  -2.731  0.172
H  -2.719  2.268  -4.344
O  -1.441  5.496  6.915
H  -1.732  -2.618  1.040
C  -2.855  -5.549  -0.479
C  -5.897  1.366  -2.569
O  -4.015  3.079  1.362
H  0.256  5.190  5.809
H  -4.350  2.490  0.682
O  -7.534  0.399  -0.288
C  7.159  1.432  -2.116
H  -3.803  2.381  -1.589
O  -1.224  -3.468  -3.065
H  -1.859  0.557  0.546
H  -3.778  0.854  -1.242
H  -3.165  7.631  -4.092
H  -9.260  -0.329  0.338
H  -1.742  -2.917  3.711
O  -1.497  -3.420  5.640
H  8.216  1.642  -2.280
H  -4.299  -2.987  1.488
O  -1.657  1.773  2.330
C  3.748  3.307  -2.779
H  2.890  3.729  -2.255
N  -2.011  4.508  -2.974
O  -3.134  4.220  -2.202
C  -4.407  4.195  3.437
H  -1.807  4.730  4.698
H  -5.892  3.774  1.906
H  6.342  -0.547  -4.953
N  -4.170  1.725  -0.915
H  3.270  -2.831  2.870
H  0.188  2.014  -2.028
C  6.345  1.150  -3.456
H  -2.304  -3.934  5.556
C  6.314  -6.626  0.077
H  7.528  -5.696  2.082
O  1.847  -1.296  4.645
H  -1.372  1.255  -4.123
H  5.610  -6.808  -0.735
H  2.470  1.809  -0.745
H  -2.869  4.243  -5.524
H  3.678  -5.742  2.034
H  7.189  0.442  -1.661
H  6.990  -2.014  -0.425
H  3.451  3.308  -3.828
C  4.204  -3.198  2.446
C  6.855  -0.237  -4.042
H  3.128  4.400  3.579
H  7.645  2.372  -4.747
C  2.977  1.299  -1.564
O  -3.491  -1.935  -0.818
H  6.733  -1.027  -3.301
H  6.253  -7.458  0.780
H  1.131  3.260  4.674
H  0.769  3.240  -4.373
C  -1.462  0.523  1.560
C  -1.677  -3.598  0.565
O  -0.958  -5.697  3.843
C  -2.942  6.895  -3.320
O  -0.345  -0.811  6.833
H  -0.300  -2.385  4.324
H  -1.449  -4.256  1.403
C  -4.348  -5.176  -2.429
H  -3.964  5.105  3.032
H  0.209  -0.505  -0.930
H  -2.249  5.017  7.112
C  -0.514  4.596  6.302
C  -1.630  2.295  -4.325
H  -0.151  4.635  -6.008
H  -0.467  -1.710  6.518
H  -2.122  3.357  5.757
C  2.566  -3.472  0.537
H  6.578  3.486  -1.745
H  5.003  -2.528  2.764
H  5.962  -5.804  2.849
C  -3.273  5.117  -5.014
H  7.267  -6.793  -0.423
H  0.665  2.807  2.879
H  2.398  -3.674  -0.521
H  5.288  1.188  -0.363
H  -1.937  -5.579  -1.067
H  -2.596  -6.291  0.276
C  1.650  -0.146  5.502
H  -5.387  2.321  2.697
O  -0.472  -1.008  -1.382
H  3.887  -0.316  -4.081
N  -3.523  -3.289  -1.045
H  0.958  -0.968  -2.850
C  -0.967  6.114  -4.627
H  -2.092  -0.206  2.070
C  6.016  -5.234  0.726
C  -2.271  5.591  -3.976
C  2.576  2.529  2.642
C  5.145  2.125  -0.902
H  2.218  -0.358  6.408
H  -6.972  1.353  -2.753
C  -4.678  -2.843  -3.225
H  2.154  -1.995  5.226
C  0.270  -1.653  -2.355
H  -4.661  -1.786  -2.957
C  4.881  -2.600  -0.056
H  -7.828  -1.090  1.111
C  0.091  0.012  5.820
H  -1.101  2.687  3.759
C  -8.306  -0.150  0.834
H  -5.498  0.390  -2.845
H  -6.089  2.635  -0.854
C  -0.830  -2.136  -3.318
H  0.154  -1.055  1.202
H  -6.437  -4.266  -0.484
H  -1.323  6.643  -5.511
C  4.045  -3.559  0.911
H  -3.563  5.801  -5.812
C  -4.666  -3.701  -1.942
H  3.151  0.358  -1.041
O  3.718  -5.963  1.101
O  4.098  0.611  -4.215
N  4.533  -4.923  0.619
H  4.829  -2.769  -1.132
C  0.206  4.047  -3.903
H  -1.359  2.622  -5.329
H  -0.562  6.786  -3.870
C  -4.104  -4.037  1.269
C  6.537  2.543  -1.200
C  -0.756  2.554  -1.958
C  -0.140  -4.544  3.949
H  -4.165  4.676  -4.569
H  -0.882  -3.674  -0.177
C  -1.337  3.909  5.240
H  6.213  1.964  -5.450
C  -1.090  3.327  -3.296
H  4.398  -4.065  3.078
H  -3.715  -7.020  -1.664
H  -3.494  -5.092  -3.101
H  4.578  -1.576  0.161
H  -3.912  6.731  -2.851
H  -0.606  3.200  -1.092
H  7.876  -4.182  0.119
H  0.901  -2.448  -1.960
H  -5.903  0.902  0.979
H  -3.814  -3.029  -3.864
H  -4.831  -6.333  -0.599
H  -5.511  2.020  -3.350
O  0.719  0.717  0.691
H  4.699  2.887  -0.262
H  -8.414  0.577  1.639
H  -2.988  4.695  -1.380
H  0.402  -0.068  2.618
C  -6.153  -3.694  -1.368
H  -5.926  5.258  4.171
H  3.960  3.185  4.355
H  4.559  4.028  -2.877
H  2.358  1.045  -2.424
H  3.261  2.723  1.816
C  -5.022  3.286  2.346
H  -1.755  -3.426  -2.267
C  -0.028  -0.064  1.617
C  2.974  3.382  3.935
O  1.301  2.892  2.165
H  -5.048  -4.547  1.076
C  -5.626  1.665  -1.034
H  -1.575  1.860  -1.770
H  -0.360  -2.197  -4.300
H  6.724  -4.302  -1.182
H  -5.174  -5.541  -3.039
C  -3.086  -4.120  0.098
H  0.354  -4.411  2.987
H  -2.703  -1.616  -1.264
H  2.515  1.486  2.952
H  -0.353  -0.125  4.834
C  6.808  -4.171  -0.103
H  6.732  -2.450  1.179
O  -5.386  4.507  4.426

orbital gap: 8.615 eV
electronic energy: -104432.074 eV
highest occupied orbital energy: -8.3 eV
multiplicity: 1
LUMO level: 0.36 eV



2 unconnected molecules or ions with the total composition C8H14. Source: the Open Molecules 2025 dataset; level of theory: ωB97M-V/def2-TZVPD.

Geometry (Å):
H  -0.871  -3.068  -1.314
C  -0.003  -1.612  -0.025
H  0.825  1.567  3.176
H  1.174  0.090  2.300
H  1.579  2.106  0.811
C  0.494  0.943  2.347
H  -0.508  -1.581  2.061
H  0.231  -2.082  -3.377
H  -0.996  3.238  -1.357
C  0.603  1.695  1.058
H  0.657  -0.585  -2.357
H  -1.151  -3.028  1.089
C  -0.376  1.877  0.177
C  -0.584  -2.108  1.122
H  -1.396  1.611  0.444
H  0.705  -0.788  0.033
H  -0.133  1.816  -1.950
C  -0.179  2.553  -1.146
C  -0.230  -2.194  -1.283
C  0.250  -1.586  -2.417
H  0.745  3.132  -1.140
H  -0.530  0.612  2.513

relative energy (zero: lowest compared OMol25 entry of this formula, charge and spin): 139.6 kJ/mol
orbital gap (alpha / beta): 7.240 / 4.353 eV
electronic energy: -8512.494 eV
highest occupied orbital energy (alpha / beta): -12.7 / -12.5 eV
multiplicity: 2
LUMO level (alpha / beta): -5.44 / -8.19 eV
total charge: +1



A molecular structure, C36H31F9N6S2Ti at a distorted geometry. Source: the Open Molecules 2025 dataset; level of theory: ωB97M-V/def2-TZVPD.

Geometry (Å):
F  -2.175  0.873  1.196
C  -1.420  3.185  -3.269
H  -1.342  4.902  1.191
H  1.113  -6.301  -3.495
C  -1.931  1.187  -2.049
C  -1.554  3.840  1.334
C  -5.840  -1.342  -3.051
C  1.236  -6.202  -2.416
H  2.230  3.596  2.293
N  0.409  -2.202  -1.065
H  -0.644  -1.958  -2.813
H  -3.290  2.201  -3.405
C  -2.623  -1.605  3.726
N  1.784  0.051  0.207
H  2.450  2.958  0.671
C  -2.308  2.203  -2.947
F  -4.332  1.841  2.391
N  0.601  2.519  1.513
H  0.610  3.931  -2.924
H  -6.174  -0.462  -3.594
H  -1.582  3.364  0.350
F  -4.289  -1.764  5.388
C  4.950  -1.167  -2.420
C  -0.124  3.173  -2.684
H  1.583  -2.649  0.572
H  0.536  -6.891  -1.937
H  -4.609  -4.451  -1.136
Ti  -0.138  -0.389  -0.294
H  2.123  -4.928  -0.146
C  -2.659  0.192  2.239
S  -0.622  -1.665  1.843
H  3.065  1.074  1.571
C  1.368  4.808  0.751
F  -5.423  0.532  4.517
C  0.187  2.197  -1.794
C  -3.753  -1.113  4.353
C  -4.269  -2.380  -1.556
H  -4.359  0.717  -2.680
H  -1.030  2.332  2.760
C  2.852  -0.358  -0.602
N  -2.092  -0.885  -1.001
H  0.864  5.441  1.486
H  0.211  0.731  2.503
H  0.721  4.725  -0.125
C  0.186  -3.927  -2.700
H  -1.700  3.963  -3.969
F  4.460  -0.782  1.125
H  2.244  -6.519  -2.149
C  -2.036  -0.974  2.643
C  2.138  0.510  1.581
C  1.071  1.353  2.262
C  1.723  3.443  1.324
C  1.187  -3.031  -0.356
F  3.395  -0.913  -4.171
H  1.506  1.665  3.224
C  -0.526  3.135  2.226
C  5.140  -1.084  -1.063
H  -0.237  -4.229  -3.652
H  -0.148  3.819  3.001
C  -6.548  -2.532  -3.145
H  5.741  -1.474  -3.094
C  -4.965  -3.576  -1.675
C  0.969  -4.795  -1.959
F  1.503  -0.180  -2.555
C  -6.112  -3.654  -2.455
F  -2.114  -2.746  4.200
H  1.150  2.164  -1.310
H  -6.655  -4.588  -2.527
C  -0.060  -2.652  -2.233
C  -4.336  0.053  3.915
F  6.329  -1.412  -0.538
C  2.691  -0.468  -1.998
C  3.686  -0.854  -2.863
H  -2.553  3.757  1.773
H  2.302  -0.346  2.231
H  -7.436  -2.578  -3.763
C  -4.707  -1.262  -2.252
C  4.144  -0.705  -0.180
C  1.485  -4.312  -0.769
H  2.287  5.322  0.453
C  -2.710  0.049  -1.712
C  -3.781  0.713  2.843
N  -0.679  1.192  -1.456
S  -2.901  -2.300  -0.455
N  -4.006  -0.049  -2.141

orbital gap (alpha / beta): 6.320 / 7.115 eV
electronic energy: -116019.629 eV
highest occupied orbital energy (alpha / beta): -6.0 / -7.6 eV
multiplicity: 3
LUMO level (alpha / beta): 0.31 / -0.46 eV



A molecular structure, C27H28N8O4S2Zr. Source: the Open Molecules 2025 dataset; level of theory: ωB97M-V/def2-TZVPD.

Geometry (Å):
H  1.056  -0.394  -3.109
S  2.291  -3.302  0.839
H  1.267  1.129  2.722
C  1.490  -3.046  -1.797
C  -3.252  -1.528  -0.207
C  3.874  -0.434  4.790
N  -6.022  -3.601  0.255
N  -0.140  0.628  -4.486
O  4.236  -0.372  7.062
H  3.908  -0.146  1.433
C  -0.080  2.140  1.394
C  -5.202  -2.983  -0.265
N  -2.032  1.791  -3.531
C  -2.101  1.221  3.063
C  -4.098  -2.073  -2.312
H  2.374  -2.212  -3.594
H  4.420  -4.122  -0.778
H  -2.467  0.113  -2.392
C  0.346  1.926  -2.042
H  1.132  -2.198  3.946
H  -2.249  1.609  -1.461
C  2.746  -1.217  4.966
H  4.466  -2.400  -1.110
H  0.531  2.425  -5.318
H  -1.678  1.535  -5.580
H  4.042  -3.535  -2.403
S  -0.221  -2.858  -1.340
C  1.648  -1.630  1.367
H  1.396  1.673  -1.880
O  0.278  -1.712  1.682
C  2.491  -3.198  -0.919
H  0.720  2.536  0.781
C  -0.779  0.900  3.335
H  1.697  1.605  -4.263
H  5.204  0.569  3.451
H  -2.889  0.857  3.709
H  -0.530  0.281  4.187
H  -1.661  3.099  0.286
C  4.316  -0.038  3.537
C  -4.204  -2.210  -0.907
C  -1.412  2.462  1.126
C  0.008  -0.125  -3.260
H  -2.151  0.062  -4.707
H  0.786  -2.952  -3.829
C  -1.216  3.000  -3.451
C  1.728  -3.041  -3.291
N  0.204  2.684  -3.268
C  0.643  1.857  -4.394
H  2.446  -1.506  5.961
N  -2.397  -0.899  0.297
O  5.604  0.702  5.799
H  -0.004  2.541  -1.222
C  -1.885  1.029  -2.309
C  -1.556  0.974  -4.653
C  -2.418  2.004  1.962
H  -3.451  2.254  1.755
H  2.211  -3.965  -3.613
H  -1.336  3.574  -4.371
C  3.930  -3.326  -1.339
N  -0.450  0.657  -2.052
H  -1.558  3.611  -2.612
C  2.028  -1.602  3.845
N  4.632  -0.006  5.975
C  2.446  -1.207  2.580
H  -0.585  -1.033  -3.317
O  1.750  -0.697  0.313
N  -3.979  -1.879  -3.444
C  3.594  -0.437  2.427
C  0.235  1.367  2.506
Zr  -0.217  -0.799  0.009

relative energy (zero: lowest compared OMol25 entry of this formula, charge and spin): 125.2 kJ/mol
orbital gap: 7.894 eV
electronic energy: -71513.699 eV
highest occupied orbital energy: -8.6 eV
multiplicity: 1
LUMO level: -0.70 eV



Q: The lowest electronic energy belongs to which entry?
A: C36H31F9N6S2Ti